No. 1
A structure of composition C22H29Br2ClN2NiO2 at a distorted geometry. Source: the OMol25 dataset; level of theory: ωB97M-V/def2-TZVPD.

The geometry in XYZ format:
```
59
C22H29Br2ClN2NiO2, DFT ωB97M-V/def2-TZVPD
C 2.950 3.387 -1.619
C 1.334 3.810 -1.664
C 0.780 4.047 -3.194
O -0.557 3.471 -3.458
C -1.551 3.970 -2.463
C -2.124 5.519 -2.696
C -3.214 6.106 -1.615
Cl -3.997 7.822 -1.750
C -3.663 5.176 -0.338
C -3.105 3.621 -0.075
N -3.624 2.933 1.156
C -2.995 1.569 1.210
C -3.386 0.633 2.540
Br -4.777 -0.804 2.557
C -2.591 0.979 3.787
C -1.451 2.200 3.709
Br -2.850 0.042 5.563
C -1.974 0.900 0.134
C -1.382 -0.642 0.343
C -0.231 -0.753 1.511
C 0.946 -1.814 1.015
C 0.379 -3.296 0.603
C 1.532 -4.083 -0.318
C 1.750 -5.648 0.173
C 2.982 -6.354 -0.703
O 4.212 -6.526 0.138
C 5.105 -7.450 -0.608
N -1.503 1.647 -1.081
C -2.057 3.040 -1.176
H 3.660 4.304 -1.455
H 3.067 2.679 -0.666
H 3.231 2.716 -2.543
H 0.779 2.973 -1.063
H 1.196 4.811 -1.028
H 0.758 5.215 -3.364
H 1.608 3.591 -3.923
H -1.810 6.213 -3.586
H -4.433 5.623 0.431
H -0.734 1.982 2.790
H -1.950 3.264 3.552
H -0.769 2.235 4.659
H -2.276 -1.350 0.606
H -0.845 -0.954 -0.677
H 0.305 0.289 1.744
H -0.703 -1.220 2.493
H 1.769 -1.994 1.860
H 1.487 -1.314 0.088
H 0.123 -3.968 1.540
H -0.589 -3.285 -0.070
H 2.583 -3.551 -0.242
H 1.226 -4.109 -1.456
H 2.079 -5.698 1.317
H 0.783 -6.303 0.049
H 2.661 -7.401 -1.156
H 3.209 -5.638 -1.623
H 4.545 -8.503 -0.613
H 6.135 -7.522 -0.040
H 5.202 -7.089 -1.721
Ni -7.232 0.502 2.417
```

## Properties
**HOMO energy (spin up / spin down)**: -12.382 / -12.382 eV
**Orbital gap (spin up / spin down)**: 4.4 / 3.1 eV
**Relative energy (zero: lowest compared OMol25 entry of this formula, charge and spin)**: 18.0018 eV
**Charge**: +2
**2S+1**: 3
**DFT total energy**: -223971.96820 eV

Mulliken atomic charge list, values in e, 8 entries: C -0.98; C 0.06; C -0.43; O -0.33; C 0.28; C -0.32; C 0.05; Cl -0.10


No. 2
A cluster of 2 separate species, C4H3BrF3IO2 in total at a distorted geometry. Source: the OMol25 dataset; level of theory: ωB97M-V/def2-TZVPD.

The geometry in XYZ format:
```
14
C4H3BrF3IO2, DFT ωB97M-V/def2-TZVPD
C 1.077 0.226 -0.061
C 1.850 -1.649 0.876
C -1.141 1.218 0.238
C -1.745 0.894 -1.108
O 1.859 0.678 -0.812
O 0.795 -0.708 0.740
F -1.535 0.321 1.208
F -0.808 0.961 -2.076
F -2.676 1.817 -1.437
Br -1.200 3.024 0.770
I -2.651 -1.114 -1.275
H 1.528 -2.609 1.374
H 2.420 -1.254 1.677
H 2.226 -1.806 -0.114
```

## Properties
**HOMO energy (spin up / spin down)**: -8.521 / -8.522 eV
**Orbital gap (spin up / spin down)**: 8.3 / 8.3 eV
**Relative energy (zero: lowest compared OMol25 entry of this formula, charge and spin)**: 2.1161 eV
**DFT total energy**: -94583.19559 eV

Mulliken atomic charge list, values in e, 8 entries: C 0.61; C -0.73; C 0.03; C 0.37; O -0.38; O -0.14; F -0.21; F -0.21


Among the records above, which one has the highest relative energy (zero: lowest compared OMol25 entry of this formula, charge and spin)?
C22H29Br2ClN2NiO2


What is the relative energy (zero: lowest compared OMol25 entry of this formula, charge and spin) in the second record?
2.1161 eV


Which formula does entry 1 have?
C22H29Br2ClN2NiO2